# C62H163N11O23

A cluster of 14 separate species, C62H163N11O23 in total in a non-equilibrium geometry (ωB97M-V with the def2-TZVPD basis set, OMol25).

Properties
**Kohn-Sham gap**: 8.7404 eV
**LUMO energy**: 0.5 eV
**Multiplicity**: 1

The geometry in XYZ format:
```
259
Properties=species:S:1:pos:R:3:forces:R:3:lowdin_charge:R:1
C 0.187 4.495 4.397 1.71 -1.14 -0.14 -0.1790
H -4.438 -1.280 -0.785 -0.59 -0.23 0.25 0.0543
H -3.959 3.378 9.001 0.36 0.09 0.35 0.0709
H -0.591 -2.255 -0.828 0.02 -0.36 0.14 0.0639
H 5.719 -0.216 1.055 1.39 -0.63 0.33 0.0956
H -0.768 4.263 -0.043 0.43 0.24 0.86 0.0751
H 3.432 -2.108 4.474 0.53 -0.13 0.68 0.1224
H 1.445 3.784 -0.946 -0.51 0.88 -0.18 0.0775
C 0.563 -0.552 0.785 0.68 0.73 -0.20 -0.1664
H 0.287 4.806 5.436 -0.27 0.24 0.25 0.1125
C 3.732 -3.170 4.392 -1.06 -0.31 -0.81 -0.2353
H -1.480 1.601 2.254 1.08 -0.91 -0.43 0.1019
C -4.448 2.570 8.471 0.06 -0.31 0.01 -0.0588
H -0.703 0.491 -3.286 0.16 0.19 -0.18 0.1128
H 0.089 2.938 -2.629 1.00 -0.26 -0.16 0.0608
C -0.387 -4.824 -3.511 -0.25 0.40 -1.02 -0.1467
C -4.511 -0.254 -3.839 1.28 -2.13 -0.46 -0.0973
H 5.557 -3.513 1.717 -1.13 0.21 0.18 0.1090
C 0.308 -2.718 -7.692 0.59 -0.19 -1.80 -0.2345
H -3.848 -3.152 3.072 1.14 0.86 -0.60 0.1549
N 2.271 -1.677 -0.615 -1.55 1.51 -1.16 0.0862
H 4.551 -0.196 -6.157 1.02 1.57 -0.60 0.0611
H 1.907 -2.526 -0.196 0.07 -0.18 0.28 0.0295
C -4.480 -2.378 1.203 1.19 1.96 -1.86 -0.4026
H 0.047 -4.311 -0.227 0.31 -0.39 -0.01 0.0593
H 2.256 1.142 5.779 -0.71 -0.25 -0.40 0.1369
H 3.561 0.452 -3.770 0.26 0.55 -0.27 0.0896
H 2.707 -6.661 0.981 0.37 -0.44 -0.24 0.1134
C 1.385 -5.051 1.037 0.01 -0.88 -1.33 -0.2368
H 2.351 0.612 -7.560 0.23 0.26 0.78 0.1317
H -3.065 -5.927 -0.661 0.89 -0.10 -0.01 0.1017
O 2.247 -3.723 10.057 -0.62 -0.32 0.31 -0.1620
H 1.885 -1.131 -5.869 0.17 0.66 0.48 0.1229
H 5.321 -2.685 -8.894 0.04 0.11 0.24 0.1232
H -6.308 4.342 -0.515 -0.93 0.33 -0.55 0.0919
H 3.602 -5.496 -3.137 0.29 -1.36 0.40 0.1049
H 2.318 3.592 -6.849 -0.95 -0.25 -0.19 0.0779
H -4.710 4.600 0.056 0.31 -0.23 0.25 0.1052
O -3.127 3.531 5.102 -1.02 0.72 1.28 -0.1930
H -2.812 0.755 -1.968 -0.28 0.52 -1.69 0.1335
H 1.068 -4.099 -2.327 0.41 -0.24 -0.06 0.0859
C -3.769 -1.735 -0.046 -0.67 1.13 0.19 -0.0336
H 2.863 -3.584 3.864 -0.08 -0.31 0.09 0.1080
H 3.981 3.685 -6.695 0.21 -0.50 -0.01 0.0868
C -0.989 -1.802 -5.980 -1.46 -0.36 -1.20 -0.1127
H -4.876 -0.090 -2.864 -0.34 0.04 1.51 0.0324
C 4.325 0.456 2.479 0.41 0.06 0.02 -0.2686
H -1.696 -7.079 -0.436 0.10 -0.15 0.10 0.0892
O 3.540 -3.522 -2.530 -0.02 -0.75 -1.04 -0.2436
O 2.666 5.273 0.593 0.88 2.18 -0.78 -0.0689
H 4.129 -5.038 5.338 -0.23 0.60 0.40 0.1352
O -4.772 4.647 -2.017 -1.59 -1.57 1.66 -0.2283
H -7.334 -0.096 -2.676 -0.14 -0.05 0.03 0.0787
H 1.819 0.583 -3.898 -1.78 1.90 0.43 0.0363
H 0.263 -4.189 10.271 -1.28 -0.06 -1.05 0.0609
C -3.701 2.284 7.165 -1.21 0.49 -0.31 -0.4414
C 2.278 3.272 -0.510 0.92 0.40 -1.64 -0.2824
C -1.296 -3.098 2.674 -0.49 0.23 1.49 -0.1020
H -1.267 -2.108 3.277 -0.03 -1.46 -1.00 0.0987
C -2.745 1.051 -3.095 0.55 -0.71 1.27 -0.2084
H 3.846 4.687 -0.901 0.37 -0.35 0.30 0.1228
C -0.424 7.154 0.276 0.21 0.49 -1.44 -0.1849
C 2.153 -4.457 8.854 0.09 -1.31 -0.05 -0.2541
H 6.417 -3.377 -5.551 0.28 0.22 -0.72 0.0793
H -0.795 2.039 -1.390 0.33 -0.61 1.72 0.0426
O 0.873 -4.061 0.224 -0.90 1.73 -1.14 -0.1143
C -1.968 -6.025 -0.420 -0.98 0.78 1.37 -0.1058
H -7.689 1.932 -1.316 0.58 -1.17 0.42 0.1317
H 0.951 5.499 -1.845 -0.08 -0.10 0.68 0.0705
H 6.810 -2.282 -7.009 -1.02 -0.09 0.55 0.0890
H -2.578 -1.155 5.519 -0.38 -0.15 -0.68 0.0659
H 2.562 -2.888 6.690 -0.11 0.24 -0.39 0.0935
H 2.012 3.216 4.422 -1.10 0.20 0.20 0.1249
H -1.495 3.328 -2.294 -0.44 -0.40 -0.14 0.0816
H 4.945 0.148 3.341 0.13 0.72 -0.25 0.1286
C 3.978 -3.981 5.648 -0.19 0.77 0.56 -0.1757
O -3.091 -0.078 -3.899 -0.73 0.39 0.37 -0.1894
H 5.018 -2.839 -1.247 -0.13 -0.03 -0.35 0.0948
H -8.724 -0.949 -1.872 1.51 0.18 0.34 0.1140
O 4.860 -3.303 3.559 0.11 0.47 1.05 -0.1856
H 2.062 -5.591 8.953 0.26 1.12 0.75 0.1397
H -1.029 6.688 2.227 0.10 0.09 0.78 0.1004
C -6.925 2.000 0.704 1.22 -2.62 0.71 -0.1941
H -6.942 -1.583 -1.777 -0.77 -0.13 -0.51 0.0905
O -0.306 0.615 0.820 1.26 -0.74 0.05 -0.1936
C 3.263 -3.139 -8.576 -0.37 -0.48 0.27 -0.2008
H 0.979 -1.866 -8.046 -1.27 -0.52 0.27 0.1230
C 1.982 -4.433 -4.130 0.93 -0.43 0.57 -0.1703
H -3.415 1.912 -3.333 0.37 -0.40 0.36 0.1342
H 1.193 0.236 -0.967 0.82 0.79 -1.24 0.1077
H -5.580 2.072 -1.670 0.73 0.70 1.66 0.1253
H 0.021 8.072 0.643 0.05 0.25 0.22 0.1227
H -7.286 2.989 0.802 -0.57 1.01 0.01 0.0907
H 3.372 2.665 -8.025 -0.37 0.20 0.54 0.0973
H 0.549 -5.644 1.360 -0.19 -0.65 0.68 0.1144
H 1.837 -4.508 1.844 0.57 -0.30 0.75 0.0884
N -0.989 7.484 -1.060 0.13 0.40 -0.25 -0.0492
C 0.895 3.093 4.298 0.78 0.31 0.13 -0.1975
O -2.262 -3.097 1.651 0.24 0.69 0.26 -0.1960
H 1.370 -0.422 1.558 -0.40 -0.04 -0.84 0.1384
C 2.233 5.853 4.045 -1.09 -1.68 -0.90 -0.0487
H -0.836 -3.748 -3.664 0.76 -1.86 0.87 0.1386
C 0.475 -0.191 6.056 1.81 0.32 -2.32 -0.2193
H -5.434 2.991 8.215 0.13 -0.44 0.13 0.0822
H 0.077 -1.663 -2.380 0.06 -0.40 -0.49 0.0627
C 3.192 2.970 -6.968 1.23 0.56 -0.30 -0.1241
H 2.159 5.920 5.102 -0.15 0.84 1.06 0.0679
H 1.626 -6.107 -1.615 -0.16 1.03 -0.80 0.0144
H -5.010 0.424 -4.456 -0.74 1.23 -1.31 0.0692
C -5.284 4.125 -0.737 2.48 -1.70 -1.27 -0.1421
H -2.173 -5.964 -2.892 -2.06 0.23 -1.01 0.0965
H -1.161 -1.659 -4.912 0.24 -0.58 -0.02 0.0693
H 1.784 -3.434 -4.547 0.13 -0.07 0.22 0.1069
H -5.154 6.573 -1.414 -0.09 0.47 0.07 0.0818
O 3.606 1.617 2.777 -0.98 0.41 0.12 -0.0813
H -1.861 -5.593 0.637 0.03 -0.64 -1.51 0.1033
H -3.126 -1.480 2.593 -0.35 -0.75 0.03 0.1144
H -0.560 1.984 5.061 0.12 -0.95 0.02 0.0832
H 3.088 5.158 3.909 -0.59 0.19 -0.56 0.0884
N 0.435 2.075 5.208 0.41 1.12 1.10 -0.0644
C -3.889 3.570 6.351 0.47 -2.03 -1.70 -0.1710
C 5.116 0.644 1.209 -1.84 -1.67 -1.34 -0.1820
C -5.042 2.523 -0.725 -0.17 1.20 -1.34 -0.1960
N 2.468 -4.147 -7.839 1.54 0.83 0.49 -0.0510
H -1.683 6.816 -2.900 0.67 -0.36 0.41 0.1210
C 2.502 6.926 -2.822 1.90 -0.14 1.49 -0.1352
H 2.974 1.828 2.045 0.71 -0.18 0.39 0.0642
H 1.795 -5.151 -4.926 0.31 -0.09 -0.22 0.1138
O 1.890 2.678 0.648 -0.81 -1.80 2.12 -0.0544
H -4.934 3.629 6.082 -0.39 0.31 0.06 0.1057
C 2.317 0.851 -6.460 -0.85 0.70 -0.26 -0.2087
H -0.723 -6.772 -2.603 0.40 0.13 -0.30 0.1321
O -1.165 -5.276 -1.295 -0.21 0.34 0.02 -0.2459
H 1.266 1.185 -6.223 0.82 -0.14 -0.20 0.1257
C -0.823 2.457 -2.346 -0.94 0.54 -1.07 -0.0467
H -6.110 -1.139 0.889 -0.08 -0.41 1.03 0.0586
H 2.428 -2.001 -1.586 0.22 0.39 0.61 0.0433
H -1.524 5.532 -1.624 0.78 1.06 -0.84 0.0952
H 3.228 -5.317 -0.107 -0.70 -0.51 0.27 0.1090
C -3.380 -2.508 2.231 -2.13 -0.32 0.67 -0.2646
H 4.938 -4.401 -8.867 0.13 -0.12 0.11 0.1233
C -7.684 1.260 -0.395 0.36 1.62 -1.60 -0.2275
H 7.094 -3.951 -7.178 -0.79 0.03 0.77 0.0937
H -3.174 -0.856 0.280 -0.01 -0.59 0.04 0.0789
H -0.305 0.418 2.952 0.03 -0.05 -0.61 0.0720
H -1.460 1.473 -5.434 0.19 0.03 0.58 0.0733
H -3.505 3.291 3.071 -0.41 -0.30 1.31 0.0947
H 3.072 -2.080 -8.262 0.00 -0.82 -0.43 0.1005
C 2.644 0.016 -4.136 0.72 -2.12 -0.11 -0.0210
C -0.934 0.612 2.064 -1.99 1.84 1.16 -0.1096
H 3.700 -0.427 2.371 -0.58 -0.23 -0.36 0.0865
O 0.079 -2.636 -6.326 0.52 -0.05 1.10 -0.2330
N 1.071 -4.831 -3.044 -2.05 0.82 -0.78 -0.0375
H -1.664 -3.913 3.333 0.99 0.37 0.30 0.1043
H -1.650 2.470 7.458 -0.23 0.16 0.22 0.0914
H -3.149 -2.383 -0.640 0.42 -0.54 0.21 0.0632
H 0.357 5.324 -3.457 -0.18 0.88 0.43 0.1340
C 0.394 6.052 -2.590 -0.67 -0.64 -0.52 -0.2244
H -4.557 1.706 9.144 0.05 0.30 -0.34 0.0826
H 3.059 -3.352 -9.646 -0.06 0.67 0.38 0.1293
H 3.847 -2.829 1.758 0.37 -0.08 0.36 0.0825
C 4.556 -3.536 2.239 1.06 -1.01 -2.08 -0.1479
C 1.285 0.882 5.295 -1.03 -0.26 -0.89 -0.1874
N -2.356 1.782 7.211 0.16 0.37 1.87 0.0783
H -2.148 1.559 6.284 0.65 -0.66 -1.67 0.0136
H -0.568 -5.262 -4.526 1.03 0.29 0.44 0.1236
H -5.882 -1.701 2.548 -0.83 -0.05 0.16 0.0670
N -5.445 2.013 0.569 -1.07 -0.70 -0.01 -0.0531
C -1.280 1.417 -3.375 -0.84 0.63 0.88 -0.4433
H -2.321 7.482 1.212 0.61 -0.45 0.22 0.1363
O 3.249 1.874 -6.095 -0.41 -0.22 -0.65 -0.1850
H 4.276 -1.343 -5.222 0.15 -0.95 0.11 0.0725
H 5.657 1.566 1.157 0.28 0.46 0.08 0.1142
H -4.773 -1.295 -4.148 0.36 0.76 0.17 0.1101
C 3.442 -4.556 -3.585 -1.98 3.07 0.26 -0.1216
H 2.626 2.675 -1.345 0.41 -1.11 0.23 0.1215
O 0.939 5.350 3.548 0.87 0.82 -0.18 -0.2528
H 4.208 -4.259 -4.284 0.13 -0.42 -0.74 0.1020
C 3.334 4.219 -0.053 -0.28 0.90 -0.06 -0.2050
O 4.254 0.595 0.022 0.66 1.91 0.45 -0.0982
C 2.650 -0.349 -5.634 -1.02 -0.59 0.50 -0.4221
H 1.042 -1.169 6.101 -0.55 0.97 0.41 0.1271
H 1.231 -4.242 8.348 -0.61 0.65 -0.40 0.0988
N 3.899 -0.922 -6.057 0.18 -0.96 0.31 0.0786
C 4.722 -3.445 -8.373 0.29 -0.10 -0.76 -0.2628
H 3.887 -5.180 7.881 -0.44 1.40 -0.19 0.1388
C -1.486 6.748 1.256 -1.01 -0.36 -0.78 -0.1867
C 1.080 -4.020 -8.025 -1.73 0.05 -1.20 -0.2446
H -1.260 -2.265 6.151 -0.34 1.52 -0.48 0.1101
H -4.342 6.232 -3.008 0.44 0.78 0.85 0.0998
H 5.576 -3.712 -2.723 0.72 0.27 -0.54 0.0724
H 0.421 6.451 0.224 -0.25 -0.13 0.02 0.1009
N 2.867 -3.850 6.642 0.89 0.20 -1.83 -0.0634
N -1.103 2.032 -4.648 -0.47 0.78 -2.05 0.0420
H -4.249 1.526 6.609 -0.25 -0.34 0.10 0.1325
H -3.644 4.374 6.969 0.89 1.74 0.54 0.1039
N -5.506 -1.459 1.658 0.89 0.53 -0.96 0.0561
H -3.973 2.285 -0.882 -0.45 0.47 0.15 0.0925
H 3.693 -0.177 -0.037 -0.25 -0.97 0.35 0.0124
O -0.684 -0.351 5.267 -1.10 -1.37 0.86 -0.2395
O 5.013 -3.523 -7.010 1.30 0.46 0.74 -0.2278
H -0.935 -0.812 -6.405 0.54 0.64 -0.25 0.0727
H -3.398 6.023 -1.366 -1.29 0.65 -0.74 0.0727
H -1.782 -0.708 7.004 0.22 -0.62 -0.84 0.0834
H 0.015 -1.444 1.001 -0.64 -0.47 0.80 0.0852
H -1.775 -0.074 2.043 0.03 -0.62 0.16 0.0590
H -7.158 1.448 1.640 0.24 0.50 -0.26 0.1242
H 4.020 -3.506 8.462 -0.03 0.36 -0.39 0.1256
H 3.132 7.754 -3.164 -0.57 0.20 -0.26 0.0823
H 4.177 -4.577 2.056 0.02 0.64 0.33 0.0858
H -1.813 3.515 1.132 0.53 0.23 0.36 0.0806
C -0.190 -1.410 -1.365 0.29 1.65 -0.51 -0.0285
H 2.376 6.769 3.488 0.26 0.23 0.29 0.0876
H -0.524 8.274 -1.521 -0.07 -0.30 0.82 0.1072
H -0.454 4.604 1.790 0.08 -0.62 -0.56 0.0787
H 0.262 0.303 6.963 -0.54 -0.21 1.69 0.1004
C -1.182 -5.775 -2.642 1.95 0.48 1.92 -0.1967
C 6.380 -3.250 -6.651 0.25 -0.76 -0.92 -0.1006
H 1.117 2.111 0.574 -0.40 -0.19 -0.20 0.0707
H 0.554 -4.828 -7.522 -0.04 -0.23 0.14 0.1127
C 3.330 -4.179 7.935 0.87 -2.70 1.75 -0.2578
C -4.389 6.002 -1.923 1.08 -0.95 -0.41 -0.1160
C 1.022 -0.765 -0.665 0.18 -2.02 1.99 -0.3237
O -7.201 -0.065 -0.624 -0.39 1.47 1.03 -0.2250
C -7.605 -0.704 -1.801 -0.37 -0.29 -0.37 -0.1153
C 4.826 -3.648 -1.962 -0.79 0.40 0.70 -0.1068
H -0.674 -2.800 -8.309 1.34 0.53 1.04 0.1462
H -8.718 1.344 -0.146 -1.12 -0.78 0.52 0.1066
O -2.100 5.474 0.968 -0.35 1.17 -0.04 -0.2106
C -1.016 6.450 -2.081 -0.36 -1.23 0.44 -0.2078
H -4.875 -3.324 0.904 -0.22 -1.05 -0.07 0.1215
H -4.036 1.990 4.140 -0.27 -1.88 0.08 0.0540
H 3.962 3.773 0.732 0.42 -0.39 -0.89 0.1277
H 2.497 -0.847 -3.473 0.23 -0.43 -0.45 0.0603
C 1.121 -4.052 10.863 0.78 -0.02 0.63 -0.1095
H 0.845 -3.329 11.626 0.64 0.48 -0.13 0.0889
H -0.982 -0.643 -1.455 0.18 -0.45 0.20 0.0714
H -0.866 4.562 4.075 0.45 -0.37 0.15 0.1125
O 1.753 -6.646 -0.843 0.39 -0.73 1.86 -0.0606
H 2.747 -4.143 -6.863 -0.07 0.10 -0.09 0.0884
H 0.920 -4.180 -9.118 -0.15 0.08 0.51 0.1217
H -0.334 -3.274 2.242 0.55 -0.34 -0.11 0.0561
H 2.064 4.915 1.205 -1.24 -0.82 1.44 0.0282
C 2.360 -5.943 0.242 0.11 0.74 -0.05 -0.2110
H -5.027 3.469 4.046 1.62 -0.45 0.34 0.1146
H 2.847 6.035 -3.403 -0.58 0.37 0.39 0.0975
C -1.618 -1.182 5.992 0.88 -0.09 1.55 -0.1069
C -1.187 4.418 0.985 -0.49 -0.73 -0.63 -0.1080
H -1.675 2.900 -4.682 0.64 -0.68 0.09 0.0971
H 4.822 -4.578 -1.438 0.45 -0.85 0.70 0.0652
H 1.278 -4.990 11.369 0.26 -0.57 0.30 0.0822
H 1.437 0.489 4.260 0.54 0.10 0.52 0.1004
O 1.143 7.210 -2.891 -0.34 -0.03 -0.70 -0.1819
H -5.116 1.053 0.765 -0.07 0.78 -0.41 0.0867
C -3.957 3.031 4.085 -0.52 2.22 -2.33 -0.1298
H 4.919 -3.613 6.094 -0.09 -0.24 -0.14 0.1233
H 0.834 2.703 3.295 -0.22 0.13 -1.01 0.0876
H -1.862 -2.252 -6.515 -0.07 0.38 0.89 0.1014
H 2.811 6.818 -1.723 -0.38 -0.32 -1.28 0.1040
```
Forces are in eV/Å.